ORCA calculation (ωB97M-V/def2-TZVPD) on C2HCsLiO3 as an isolated structure.

## Properties
- energy (eV) = -8982.972
- spin multiplicity = 2
- orbital gap (spin up / spin down) (eV) = 4.08 / 5.61
- net charge = 0
- energy relative to the best compared isomer or geometry (same formula, charge and spin) (kcal/mol) = 40.96

Last column: Mulliken spin population.
Element x y z (Å)
1 C -1.05429 -0.94717 -0.02163  0.88
2 H -1.05220 -2.02178 0.24483  0.01
3 O 0.35403 -0.68080 -0.14528  0.07
4 C 0.75120 0.60760 -0.39271  0.01
5 O 2.00182 0.67211 -0.51300  0.01
6 O -0.00033 1.52299 -0.00141  -0.01
7 Cs -3.27337 1.71088 0.21826  0.03
8 Li 2.27315 -0.86383 0.61093  0.00

=====

ORCA calculation (ωB97M-V/def2-TZVPD) on C2HCsO2 as an isolated structure.

## Properties
- energy (eV) = -6729.568
- spin multiplicity = 1
- orbital gap (eV) = 3.94
- net charge = 0
- energy relative to the best compared isomer or geometry (same formula, charge and spin) (kcal/mol) = 7.72

Last column: natural (NBO) charge in e.
Element x y z (Å)
1 O -1.41950 0.63918 -0.62596  -0.78
2 C -0.91024 0.26049 0.47275  -0.13
3 O 2.33324 -0.14696 0.14712  -0.56
4 C 1.97009 0.57063 0.95878  0.52
5 Cs -0.56539 -2.05422 -2.31914  0.94
6 H -1.40820 0.73087 1.36645  0.02

=====

ORCA calculation (ωB97M-V/def2-TZVPD) on C2HCuFO2 as an isolated structure.

## Properties
- energy (eV) = -53537.633
- spin multiplicity = 2
- orbital gap (spin up / spin down) (eV) = 6.43 / 7.97
- net charge = 0
- energy relative to the best compared isomer or geometry (same formula, charge and spin) (kcal/mol) = 13.82

Last column: natural (NBO) charge in e.
Element x y z (Å)
1 C 0.12727 0.14272 -0.37167  0.27
2 C 1.39794 -0.13718 0.34163  0.46
3 O 2.05592 -1.09686 0.48663  -0.42
4 Cu -2.36292 0.27823 0.93686  0.88
5 F -0.44873 1.35541 0.22454  -0.43
6 H 0.28312 0.38659 -1.43528  0.19
7 O -1.05259 -0.92890 -0.18270  -0.95

=====

ORCA calculation (ωB97M-V/def2-TZVPD) on C2HCuO2 as an isolated structure.

## Properties
- energy (eV) = -50814.600
- spin multiplicity = 2
- orbital gap (spin up / spin down) (eV) = 9.42 / 9.96
- net charge = +1
- energy relative to the best compared isomer or geometry (same formula, charge and spin) (kcal/mol) = 0.00

Last column: natural (NBO) charge in e.
Element x y z (Å)
1 O 2.94328 0.11466 0.33197  -0.33
2 C 1.83708 0.02408 0.20173  0.45
3 O -2.04869 0.58350 0.17778  -0.47
4 C -2.31468 -0.57300 -0.24397  0.21
5 Cu -0.32299 -0.25750 -0.09763  0.90
6 H -3.27508 -0.99486 0.14534  0.23

=====

ORCA calculation (ωB97M-V/def2-TZVPD) on C2HDyFO2 as an isolated structure.

## Properties
- energy (eV) = -32974.749
- spin multiplicity = 6
- orbital gap (spin up / spin down) (eV) = 7.08 / 8.26
- net charge = +1
- energy relative to the best compared isomer or geometry (same formula, charge and spin) (kcal/mol) = 3.13

Last column: Mulliken spin population.
Element x y z (Å)
1 C 0.40157 0.52733 -0.35183  0.11
2 C -0.91592 0.71135 -0.19677  0.07
3 O -1.79528 1.53866 -0.03186  0.29
4 O 0.88663 -0.84938 -0.16868  0.10
5 H 0.04740 -1.42898 0.22718  0.00
6 Dy 2.75770 0.58233 0.18938  4.44
7 F -1.38211 -1.08132 0.33258  -0.01

=====

ORCA calculation (ωB97M-V/def2-TZVPD) on C2HEuFO as an isolated structure.

## Properties
- energy (eV) = -26161.567
- spin multiplicity = 8
- orbital gap (spin up / spin down) (eV) = 7.08 / 7.34
- net charge = +2
- energy relative to the best compared isomer or geometry (same formula, charge and spin) (kcal/mol) = 39.08

Last column: natural (NBO) charge in e.
Element x y z (Å)
1 H 1.58818 0.15820 0.67284  0.25
2 C 0.12353 -0.31757 0.23415  0.59
3 C 1.12132 0.22230 -0.51498  0.12
4 O -1.02694 -0.38451 0.52656  -0.70
5 F 1.60472 -0.47342 -1.52404  -0.23
6 Eu -3.41081 0.79501 0.60548  1.97

=====

ORCA calculation (ωB97M-V/def2-TZVPD) on C2HEuO4 as an isolated structure.

## Properties
- energy (eV) = -29597.126
- spin multiplicity = 9
- orbital gap (spin up / spin down) (eV) = 5.91 / 7.72
- net charge = 0
- energy relative to the best compared isomer or geometry (same formula, charge and spin) (kcal/mol) = 250.19

Last column: natural (NBO) charge in e.
Element x y z (Å)
1 O -1.76156 1.08345 -0.13771  -0.75
2 O 2.35668 -0.75340 -0.63346  -0.14
3 O -0.38697 0.91959 0.22921  -0.26
4 O 2.26170 -1.44467 0.60923  -0.54
5 C 1.29800 -0.21835 -0.93973  0.37
6 C 0.09329 -0.18455 -0.31413  0.16
7 H -0.62146 -0.97405 -0.57917  0.22
8 Eu -3.23969 1.57199 1.76576  0.95

=====

ORCA calculation (ωB97M-V/def2-TZVPD) on C2HF3NP as an isolated structure.

## Properties
- energy (eV) = -21018.981
- spin multiplicity = 1
- orbital gap (eV) = 10.31
- net charge = 0
- energy relative to the best compared isomer or geometry (same formula, charge and spin) (kcal/mol) = 36.65

Last column: natural (NBO) charge in e.
Element x y z (Å)
1 C -0.71789 -0.43936 -2.34273  0.12
2 C -0.09670 1.09555 -1.28203  0.50
3 N -1.09936 -1.45983 -2.65490  -0.38
4 F 1.12318 1.44475 -1.60448  -0.29
5 F -0.84290 2.18798 -1.64460  -0.33
6 F -2.11573 0.54993 0.28552  -0.54
7 P -0.52729 0.64788 0.49368  0.96
8 H 0.03976 -0.71557 0.42847  -0.05